Record 1
C5H8O | the ωB97M-V functional and the def2-TZVPD basis

Each line ends with the Mulliken charge.
Positions of all 14 atoms, in Å:
1 C -2.451 -0.208 -0.071  -0.76
2 C -1.191 -0.268 0.347  -0.06
3 C -0.133 0.602 -0.398  0.02
4 C 0.902 1.238 0.508  -0.64
5 C 1.231 0.049 -0.373  -0.18
6 O 1.370 -1.264 -0.019  -0.56
7 H -3.337 -0.811 0.274  0.24
8 H -2.614 0.431 -0.915  0.19
9 H -0.785 -1.034 1.058  0.25
10 H -0.601 1.154 -1.235  0.30
11 H 1.383 2.129 0.129  0.26
12 H 0.722 1.093 1.619  0.25
13 H 1.843 0.231 -1.219  0.36
14 H 2.274 -1.565 0.370  0.32

spin multiplicity: 1
SMILES: C=C[C@H]1C[C@H]1O
energy relative to the best compared isomer or geometry (same formula, charge and spin): 243.6 kJ/mol
LUMO energy: 0.9 eV
gap between HOMO and LUMO: 10.045 eV
strongest force on any atom: 0.0705 Eh/bohr

=====

Record 2
C5H8O | the ωB97M-V functional and the def2-TZVPD basis

Each line ends with the Mulliken charge.
Positions of all 14 atoms, in Å:
1 O -1.186 1.860 -0.010  -0.57
2 C -0.803 0.609 0.510  0.21
3 C -1.044 -0.666 -0.345  -0.83
4 C 0.372 -1.116 0.016  -0.03
5 C 1.346 -0.172 -0.598  -0.59
6 C 0.661 0.225 0.684  -0.50
7 H -0.394 2.342 -0.266  0.34
8 H -1.310 0.490 1.475  0.27
9 H -1.192 -0.473 -1.413  0.28
10 H -1.859 -1.293 0.025  0.26
11 H 0.654 -2.103 0.369  0.38
12 H 1.116 0.305 -1.551  0.18
13 H 2.394 -0.436 -0.473  0.26
14 H 1.246 0.428 1.576  0.33

spin multiplicity: 1
SMILES: O[C@H]1C[C@H]2C[C@H]21
energy relative to the best compared isomer or geometry (same formula, charge and spin): 183.7 kJ/mol
LUMO energy: 1.0 eV
gap between HOMO and LUMO: 10.820 eV
strongest force on any atom: 0.0065 Eh/bohr

=====

Record 3
C5H8O | the ωB97M-V functional and the def2-TZVPD basis

Each line ends with the Mulliken charge.
Positions of all 14 atoms, in Å:
1 C 0.860 0.666 -0.604  -0.05
2 C 1.142 -0.621 -0.039  -0.33
3 C -0.022 -0.876 1.005  -0.60
4 C -1.221 -0.585 0.506  -0.19
5 C -1.311 -0.055 -0.918  -0.42
6 O -0.311 0.979 -1.067  -0.31
7 H 1.011 1.391 1.787  0.03
8 H 1.525 1.525 -0.537  0.48
9 H 0.976 -1.423 -0.768  0.28
10 H 2.149 -0.685 0.373  0.21
11 H 0.666 0.754 2.017  -0.02
12 H -2.140 -0.637 1.084  0.37
13 H -2.257 0.411 -1.196  0.30
14 H -1.066 -0.844 -1.642  0.25

spin multiplicity: 1
energy relative to the best compared isomer or geometry (same formula, charge and spin): 536.5 kJ/mol
LUMO energy (alpha / beta): -0.1 / -0.1 eV
gap between HOMO and LUMO (alpha / beta): 7.493 / 7.494 eV
strongest force on any atom: 0.0082 Eh/bohr